Formula: C37H39Cl2N2O4
Source: the Open Molecules 2025 dataset
Level of theory: ωB97M-V with the def2-TZVPD basis set

```
84
Properties=species:S:1:pos:R:3:mulliken_charge:R:1
C 4.105 0.240 4.640 -0.3935
C 3.672 -1.182 4.105 -0.6173
C 2.268 -1.222 3.395 -0.2394
Cl 2.105 -2.811 2.480 -0.1197
N 1.973 -0.082 2.514 0.5985
C 0.992 0.962 2.673 0.0563
C 0.049 1.023 3.899 -1.1140
C 0.409 2.394 4.802 0.1566
C 1.784 3.149 4.356 -0.4953
O 1.597 2.296 5.655 -0.4526
C 1.011 1.850 1.542 0.5507
C 0.167 3.096 1.156 -0.7967
C -0.988 3.462 2.150 0.0289
O -0.795 4.374 2.901 -0.3963
Cl -2.591 2.658 2.210 -0.1821
N 2.040 1.329 0.675 0.6548
O 2.381 1.827 -0.523 -0.4017
C 2.551 0.207 1.296 -0.2806
C 3.653 -0.530 0.472 -0.9868
C 5.077 -0.606 1.139 -0.0395
O 5.673 -1.665 1.051 -0.5398
C 5.804 0.555 1.851 0.8835
C 5.572 1.991 1.633 -0.0660
C 6.413 2.953 2.391 -0.5800
C 7.459 2.556 3.335 -0.4356
C 7.688 1.113 3.560 -0.4693
C 6.867 0.159 2.822 -0.4753
H 3.533 0.500 5.572 0.3777
H 5.185 0.141 4.962 0.4110
H 4.093 1.035 3.852 -0.4425
H 4.504 -1.649 3.497 0.2209
H 3.581 -1.849 5.016 0.4951
H 1.499 -1.298 4.216 0.3915
H -1.041 1.089 3.656 0.2927
H 0.200 0.200 4.644 0.2786
H -0.475 3.060 5.139 0.4541
H 1.834 4.234 4.640 0.4040
H 2.652 2.532 4.031 -0.0310
H -0.326 2.869 0.158 0.5659
H 0.793 4.019 0.971 0.4705
H 2.104 2.761 -0.613 0.4134
H 3.790 -0.145 -0.572 0.4987
H 3.303 -1.602 0.364 0.3733
H 4.806 2.338 0.898 0.4144
H 6.277 4.056 2.216 0.3562
H 8.118 3.270 3.887 0.3859
H 8.488 0.746 4.248 0.3756
H 7.071 -0.936 2.978 0.3538
C -5.558 -1.057 -2.014 -0.3513
C -6.033 0.233 -1.804 -0.4692
C -5.369 1.085 -0.930 -0.5171
C -4.223 0.649 -0.273 0.4445
C -3.747 -0.639 -0.487 -0.5236
C -4.417 -1.494 -1.354 -0.3462
H -6.078 -1.722 -2.694 0.2851
H -6.922 0.574 -2.322 0.3940
H -5.743 2.088 -0.761 0.3806
H -3.701 1.315 0.404 -0.1105
H -2.852 -0.978 0.025 0.4242
H -4.048 -2.501 -1.516 0.4648
C -3.462 1.532 -5.359 -0.5554
C -2.508 1.551 -6.371 -0.3724
C -1.641 0.477 -6.530 -0.4352
C -1.733 -0.622 -5.682 -0.5244
C -2.689 -0.641 -4.673 -0.4921
C -3.550 0.436 -4.508 0.1607
H -4.136 2.372 -5.233 0.3850
H -2.441 2.405 -7.036 0.3712
H -0.894 0.495 -7.315 0.3704
H -1.060 -1.462 -5.809 0.3831
H -2.763 -1.498 -4.012 0.5158
H -4.290 0.422 -3.718 0.2083
C -4.399 -3.773 -5.101 -0.2895
C -3.436 -4.704 -4.732 -0.4216
C -3.791 -5.803 -3.958 -0.4198
C -5.112 -5.975 -3.561 -0.4172
C -6.076 -5.046 -3.933 -0.3964
C -5.719 -3.942 -4.700 -0.5179
H -4.122 -2.915 -5.702 0.4615
H -2.407 -4.574 -5.047 0.3925
H -3.039 -6.526 -3.664 0.3877
H -5.390 -6.834 -2.961 0.3880
H -7.107 -5.181 -3.625 0.3770
H -6.470 -3.215 -4.986 0.4575
```

Results
Energy ... -75203.6844 eV
Gap between HOMO and LUMO ... 7.5 eV
Total charge ... +1
HOMO level ... -0.3935 Ha

Formula: C37H39FNO13
Source: the Open Molecules 2025 dataset
Level of theory: ωB97M-V with the def2-TZVPD basis set

```
91
Properties=species:S:1:pos:R:3:mulliken_charge:R:1
C -0.057 -4.290 1.155 -0.6182
C -0.239 -3.164 0.488 -0.9042
C -0.391 -2.071 -0.672 0.5359
C -1.891 -1.393 -0.730 0.6122
C -3.085 -2.469 -0.616 -0.6798
O -4.388 -1.828 -0.667 -0.4177
C -4.637 -0.984 0.490 -0.4521
C -1.915 -0.491 -2.065 -1.1069
N -0.842 0.556 -2.152 0.3807
C -1.079 1.788 -1.321 -0.2645
C -1.733 3.027 -2.115 0.1364
C -3.361 2.913 -2.285 -0.8890
F -1.062 3.355 -3.372 -0.3417
C 0.566 0.009 -1.902 -1.4961
C 0.637 -0.819 -0.520 0.5302
C 2.123 -1.215 -0.031 -0.5763
C 2.186 -0.837 1.562 0.5032
C 2.095 -1.908 2.712 -0.4285
C 2.115 -1.449 4.222 -0.6136
C 2.213 0.091 4.516 -0.2800
C 2.326 1.178 3.373 -0.6031
C 2.309 0.736 1.859 -0.4233
H 0.254 -5.229 1.762 0.3858
H -0.198 -2.511 -1.737 0.4966
H -1.917 -0.682 0.198 0.1773
H -3.031 -3.041 0.402 0.4320
H -3.017 -3.275 -1.432 0.3269
H -3.870 -1.145 1.346 0.2658
H -4.485 0.118 0.132 0.0489
H -5.690 -1.087 0.940 0.3018
H -2.932 0.084 -2.052 0.3073
H -1.942 -1.131 -3.025 0.2471
H -0.821 0.870 -3.154 0.2691
H -0.142 2.180 -0.780 0.3220
H -1.843 1.495 -0.489 0.2028
H -1.582 3.963 -1.434 0.3452
H -3.680 2.093 -3.023 0.1371
H -3.787 2.782 -1.216 0.2952
H -3.696 3.981 -2.616 0.3908
H 1.282 0.923 -1.846 0.5300
H 0.872 -0.689 -2.776 0.2882
H 0.170 -0.130 0.301 0.2752
H 2.915 -0.608 -0.623 0.1780
H 2.346 -2.338 -0.198 0.4738
H 2.013 -3.022 2.459 0.3284
H 2.021 -2.189 5.094 0.3481
H 2.201 0.498 5.610 0.2953
H 2.381 2.300 3.600 0.3318
H 2.368 1.485 0.968 0.3497
C -2.334 2.018 8.365 -0.9185
C -3.001 0.891 8.104 0.4050
C -2.288 -0.365 7.738 0.8886
O -2.927 -1.383 7.524 -0.6117
C -0.823 -0.323 7.643 -0.8412
C -0.158 0.805 7.900 0.3150
C -0.869 2.054 8.293 0.9298
O -0.227 3.062 8.539 -0.6066
O 1.206 0.858 7.812 -0.5349
O -4.365 0.846 8.165 -0.5541
H -2.839 2.936 8.634 0.4173
H -0.319 -1.237 7.359 0.4345
H 1.446 1.778 8.046 0.3320
H -4.605 -0.075 7.938 0.3497
C -4.388 -1.252 -6.270 -1.0648
C -4.377 -1.617 -7.555 0.3636
C -3.352 -1.093 -8.502 0.9067
O -3.359 -1.460 -9.663 -0.5687
C -2.365 -0.136 -7.986 -0.7347
C -2.379 0.230 -6.703 0.3420
C -3.387 -0.316 -5.751 0.8295
O -3.360 0.027 -4.574 -0.3991
O -1.465 1.124 -6.212 -0.6018
O -5.305 -2.486 -8.050 -0.5516
H -5.124 -1.627 -5.571 0.4712
H -1.637 0.251 -8.687 0.4521
H -1.684 1.224 -5.265 0.2519
H -5.084 -2.590 -8.998 0.3547
C 6.703 1.343 -1.986 -1.0377
C 7.993 1.001 -1.952 0.3264
C 8.613 0.435 -0.720 0.9261
O 9.790 0.116 -0.728 -0.5840
C 7.768 0.290 0.471 -0.7310
C 6.479 0.635 0.437 0.3426
C 5.853 1.175 -0.803 1.0336
O 4.663 1.464 -0.805 -0.5763
O 5.682 0.507 1.540 -0.5812
O 8.795 1.155 -3.046 -0.5619
H 6.240 1.752 -2.875 0.4247
H 8.234 -0.105 1.364 0.4487
H 4.798 0.821 1.259 0.2087
H 9.678 0.836 -2.768 0.3517
```

Results
Energy ... -69808.0247 eV
Gap between HOMO and LUMO ... 6.9 eV
Total charge ... +1
HOMO level ... -0.3997 Ha